216
Properties=species:S:1:pos:R:3:forces:R:3:lowdin_charge:R:1 method="wB97M-V/def2-TZVPD" relative_energy_kcal_mol=3.6 lumo_ev=0.09 smiles="CCOP(=O)(OCC)OCC.CCOP(=O)(OCC)OCC.CCOP(=O)(OCC)OCC.CCOP(=O)(OCC)OCC.CCOP(=O)(OCC)OCC.CCOP(=O)(OCC)OCC.CN(C)C=O.CN(C)C=O.CN(C)C=O.CN(C)C=O.CN(C)C=O" e_homo_ev=-8.586 homo_lumo_gap_ev=8.7
P 14.789 17.406 -8.713 -1.77 -0.21 0.67 0.42
P 14.533 26.298 -2.941 -0.55 -0.38 -1.37 0.39
P 20.578 13.137 -10.992 -0.43 0.64 -1.02 0.40
P 20.535 20.727 -6.935 -0.14 -0.17 -0.15 0.43
P 24.420 26.913 -12.853 -0.38 0.36 0.73 0.44
P 16.782 21.600 -11.996 1.21 0.81 -0.75 0.45
O 17.338 22.224 -13.367 -1.23 -0.22 0.53 -0.18
O 14.715 16.053 -7.855 0.33 1.34 -0.12 -0.20
O 17.713 20.591 -11.445 -1.15 0.51 0.34 -0.23
O 23.705 15.142 -3.636 -0.01 0.07 -0.80 0.00
O 21.786 20.487 -6.192 -0.40 0.01 -0.64 -0.23
O 19.367 21.171 -5.950 0.03 1.28 -0.26 -0.22
O 13.215 17.688 -8.895 1.31 0.62 0.30 -0.19
O 21.772 13.401 -12.017 0.49 -1.15 0.54 -0.18
O 25.455 26.319 -13.703 -0.25 -0.31 0.44 -0.22
O 20.814 11.694 -10.351 0.64 0.05 -0.12 -0.19
O 24.137 28.455 -13.257 -0.27 -0.76 0.91 -0.21
O 20.932 14.230 -9.898 -0.38 -0.26 0.01 -0.16
O 13.508 26.303 -4.012 1.05 0.12 0.40 -0.24
O 25.547 18.800 -8.704 0.34 -0.51 -0.03 0.00
O 16.575 22.875 -11.015 0.41 -1.19 -0.51 -0.20
O 15.316 21.177 -12.440 1.64 -0.27 0.63 -0.18
O 15.996 26.830 -3.353 -0.44 -0.32 0.04 -0.18
O 22.595 25.195 -9.286 0.40 0.18 1.70 -0.02
O 19.869 19.459 -7.663 0.81 0.59 0.47 -0.22
O 15.310 18.528 -7.688 -0.45 -0.79 -0.58 -0.15
O 14.831 24.869 -2.316 -0.30 0.78 0.45 -0.15
O 20.755 18.880 -13.617 -0.12 0.03 0.11 -0.02
O 14.148 27.156 -1.698 0.22 -0.11 0.99 -0.17
O 20.523 21.840 -8.093 0.10 -1.04 2.34 -0.19
O 22.955 26.237 -12.862 0.88 1.59 0.15 -0.17
O 15.510 17.308 -9.976 0.68 0.09 -0.40 -0.21
O 19.253 13.277 -11.624 0.59 0.11 0.79 -0.23
O 24.817 27.003 -11.293 0.34 -0.38 -1.13 -0.19
O 18.141 20.211 -0.566 0.19 -0.30 0.14 0.02
N 25.519 17.024 -10.091 0.48 -1.50 -1.15 -0.19
N 16.213 19.337 -1.424 -0.24 0.43 0.10 -0.19
N 19.327 17.315 -12.820 -0.21 -0.05 -0.23 -0.17
N 22.864 17.205 -3.347 -1.28 1.11 0.33 -0.18
N 21.604 25.420 -7.169 1.32 1.56 0.87 -0.17
C 15.641 18.593 -2.560 -0.18 0.56 0.78 -0.05
C 12.153 28.459 -1.472 -0.61 -0.74 0.90 -0.07
C 19.855 21.584 -3.569 0.49 -0.33 0.21 -0.05
C 21.842 13.112 -7.873 -0.88 0.29 -0.53 -0.06
C 14.606 18.911 -12.790 -0.01 0.09 -0.51 -0.07
C 20.491 25.182 -6.288 -0.64 0.17 -0.43 -0.05
C 24.113 16.792 -10.078 -1.59 -0.33 0.00 -0.05
C 25.354 29.246 -13.202 0.70 -0.49 -1.83 -0.26
C 23.516 28.787 -10.222 0.46 -0.21 0.56 -0.06
C 15.534 14.035 -7.040 1.09 0.92 1.33 -0.06
C 16.831 20.349 -7.026 -1.64 -0.23 0.09 -0.06
C 26.295 16.118 -10.935 -0.03 0.56 0.12 -0.04
C 17.555 19.397 -1.246 -0.61 0.31 -0.93 -0.37
C 22.629 26.253 -6.523 0.59 -1.28 -0.50 -0.02
C 16.702 23.378 -2.703 -0.44 -0.88 0.19 -0.07
C 21.998 14.175 -8.962 1.37 -0.67 1.02 -0.28
C 16.168 19.579 -8.152 0.84 0.47 -0.69 -0.26
C 21.485 21.224 -10.265 0.28 -1.47 1.26 -0.03
C 15.675 23.905 -11.422 -1.30 0.23 1.09 -0.26
C 23.162 23.935 -11.972 0.11 1.54 -0.02 -0.06
C 18.178 16.966 -12.015 -0.64 0.17 0.52 -0.07
C 23.502 16.263 -4.071 0.02 -0.43 1.00 -0.34
C 13.606 28.490 -1.829 0.34 -0.11 -1.33 -0.25
C 22.723 24.872 -13.114 -0.05 -2.04 -0.46 -0.27
C 19.943 9.485 -9.613 2.03 -1.20 -0.76 -0.08
C 22.311 12.258 -12.734 -0.39 -0.49 -0.22 -0.26
C 15.283 23.766 -3.081 0.60 -0.83 -1.05 -0.28
C 14.258 23.653 -10.888 -0.58 -0.64 -1.28 -0.07
C 15.972 15.425 -7.495 -0.86 -0.41 -1.01 -0.25
C 26.138 17.949 -9.358 -0.82 1.82 0.92 -0.34
C 19.862 18.548 -12.846 0.62 0.38 -0.44 -0.34
C 11.688 17.667 -10.752 -0.58 0.35 -0.70 -0.06
C 22.818 18.601 -3.759 0.28 0.04 -1.84 -0.06
C 19.994 17.279 -8.487 1.35 -0.54 1.99 -0.04
C 19.714 22.457 -13.545 0.28 -0.66 0.70 -0.05
C 19.675 10.949 -9.914 -1.28 -0.72 0.53 -0.26
C 15.372 20.472 -0.975 0.54 -1.18 0.07 -0.03
C 21.744 25.015 -8.433 -1.73 -1.87 -1.18 -0.30
C 17.515 27.191 -5.202 0.22 0.67 0.12 -0.08
C 18.406 23.181 -13.338 0.20 0.14 -0.79 -0.25
C 19.225 20.700 -4.613 -1.05 -1.19 -0.29 -0.29
C 19.629 16.349 -13.860 -1.43 -1.08 -0.21 -0.04
C 23.867 27.289 -10.247 -0.22 1.02 -0.77 -0.25
C 23.186 12.762 -13.857 -0.36 0.67 -0.25 -0.07
C 14.771 20.014 -11.760 -1.46 -0.36 -0.96 -0.25
C 20.017 18.097 -7.183 -0.89 0.41 -1.68 -0.22
C 22.182 16.913 -2.110 0.56 -0.31 1.82 -0.06
C 25.739 29.477 -14.680 0.12 0.69 0.25 -0.07
C 20.251 21.629 -9.483 0.18 0.21 -0.47 -0.25
C 16.203 27.597 -4.537 0.06 -0.49 -1.46 -0.27
C 12.384 16.840 -9.726 0.49 -1.13 1.17 -0.26
H 23.013 14.006 -9.338 -0.37 0.01 -1.11 0.11
H 23.453 19.276 -3.190 0.07 -0.21 0.29 0.09
H 17.462 26.318 -5.852 -0.20 -0.41 0.56 0.07
H 18.269 27.106 -4.418 0.20 -0.26 -0.22 0.08
H 17.836 17.766 -11.357 0.50 0.21 -0.01 0.06
H 16.479 16.043 -6.749 -0.09 -0.28 0.20 0.11
H 23.049 29.175 -11.122 -0.28 -0.27 -0.01 0.07
H 19.455 19.277 -12.130 -0.22 -0.35 0.15 0.10
H 22.490 24.157 -11.141 0.25 -0.44 0.02 0.05
H 25.219 30.182 -12.666 -0.52 -0.09 0.04 0.11
H 11.143 17.115 -11.522 0.13 -0.52 0.28 0.09
H 16.583 15.413 -8.404 0.09 -0.21 0.15 0.11
H 19.471 20.875 -9.601 -0.18 0.46 -0.01 0.09
H 13.727 28.837 -2.862 -0.19 -0.31 -0.17 0.11
H 14.408 20.069 -0.668 -0.21 0.18 -0.40 0.09
H 24.823 29.662 -15.240 0.02 0.10 -0.05 0.08
H 16.190 28.666 -4.325 0.03 -0.03 0.29 0.12
H 11.777 16.333 -8.971 -0.68 0.25 -0.41 0.12
H 19.102 17.818 -6.654 0.13 0.34 0.45 0.11
H 16.777 23.095 -1.651 0.05 0.65 0.18 0.08
H 20.786 13.176 -7.597 0.21 -0.11 0.81 0.08
H 20.924 24.335 -8.749 -0.29 0.29 0.53 0.13
H 18.256 23.861 -14.181 -0.40 0.04 0.21 0.12
H 14.268 29.177 -1.303 -0.34 -0.21 0.73 0.12
H 20.931 21.579 -3.751 0.04 0.17 0.13 0.08
H 26.265 28.653 -15.156 -0.20 -0.35 0.35 0.07
H 17.507 20.983 -7.590 0.57 0.06 0.79 0.08
H 11.999 28.060 -0.463 0.30 0.77 0.35 0.08
H 23.177 24.565 -14.061 0.18 0.23 0.02 0.12
H 13.787 20.414 -11.506 -0.04 -0.50 0.55 0.12
H 11.669 29.423 -1.615 0.00 0.00 0.15 0.08
H 15.287 19.618 -10.889 0.45 0.58 -0.09 0.07
H 15.529 18.677 -13.323 0.21 0.12 0.31 0.08
H 26.162 28.689 -12.730 -0.11 0.00 0.28 0.11
H 15.228 23.903 -4.167 0.10 0.84 0.05 0.12
H 22.162 20.683 -9.589 0.19 0.60 0.34 0.09
H 21.110 17.105 -2.075 -0.02 0.25 -0.61 0.08
H 23.915 13.480 -13.480 0.26 -0.32 0.13 0.07
H 23.193 22.879 -12.219 -0.16 0.07 -0.31 0.08
H 21.475 11.637 -13.069 -0.10 0.27 -0.48 0.12
H 22.613 13.348 -14.580 -0.28 -0.12 0.11 0.08
H 20.527 23.030 -13.987 -0.14 0.39 0.29 0.07
H 16.256 18.609 -3.461 0.29 -0.24 0.18 0.08
H 22.020 22.069 -10.684 -0.11 -0.41 -0.41 0.04
H 17.283 16.762 -12.611 0.21 -0.17 -0.33 0.09
H 22.625 17.480 -1.283 -0.08 0.55 -0.26 0.09
H 11.585 27.680 -1.986 0.38 0.32 -0.90 0.08
H 18.364 16.082 -11.402 0.13 -0.06 -0.08 0.08
H 23.848 15.753 -9.864 0.58 -0.02 0.66 0.06
H 13.715 23.005 -11.583 0.19 -0.21 -0.01 0.06
H 22.966 25.770 -5.602 -0.38 0.06 0.19 0.09
H 23.515 26.182 -7.155 -0.11 0.72 -0.15 0.08
H 20.084 8.902 -10.530 -0.50 0.20 -0.21 0.07
H 22.007 12.091 -8.209 0.13 0.11 -0.29 0.07
H 22.264 27.253 -6.302 0.14 0.12 -0.23 0.09
H 18.152 20.505 -4.481 -0.20 1.00 0.13 0.09
H 19.290 17.719 -9.182 -0.13 -0.36 -0.10 0.07
H 14.250 17.981 -12.352 -0.02 0.08 0.13 0.06
H 14.756 13.608 -7.660 0.32 -0.13 -0.36 0.08
H 19.253 11.393 -9.010 0.09 0.36 -0.08 0.12
H 18.700 16.137 -14.412 -0.12 0.43 -0.11 0.09
H 19.493 19.634 -4.612 1.10 0.24 0.43 0.11
H 16.005 24.813 -10.917 0.47 0.02 -0.48 0.12
H 25.695 15.877 -11.811 0.11 -0.02 -0.06 0.08
H 19.961 22.641 -9.777 -0.58 -0.39 -0.35 0.11
H 22.820 11.567 -12.059 0.41 0.48 0.25 0.11
H 19.998 22.060 -12.567 0.47 -0.12 -0.23 0.06
H 12.968 16.004 -10.121 0.24 0.40 -0.44 0.12
H 15.376 17.594 -2.223 -0.01 -0.15 -0.43 0.09
H 14.741 19.147 -2.821 -0.18 -0.33 -0.12 0.08
H 12.417 18.241 -11.320 0.02 0.20 0.22 0.05
H 18.317 23.720 -12.393 0.43 0.21 -0.14 0.11
H 16.924 22.409 -3.165 0.14 0.24 -0.50 0.06
H 21.016 17.222 -8.864 -0.17 0.27 -0.52 0.06
H 27.235 17.961 -9.395 0.07 -0.36 -0.26 0.14
H 24.363 27.014 -9.319 0.00 -0.08 -0.10 0.11
H 21.648 24.735 -13.234 -0.04 0.45 -0.09 0.09
H 22.080 15.160 -8.505 -0.48 0.06 -0.01 0.10
H 22.562 13.315 -7.082 -0.35 0.13 0.28 0.09
H 23.661 11.973 -14.438 0.14 -0.16 0.32 0.08
H 13.913 19.251 -13.563 -0.13 -0.11 0.06 0.08
H 27.182 16.664 -11.253 0.12 -0.29 -0.12 0.08
H 21.853 19.088 -3.922 -0.44 -0.55 0.84 0.06
H 23.579 16.853 -11.035 0.64 0.79 -0.35 0.10
H 17.003 19.228 -8.771 -0.11 -0.84 0.25 0.11
H 26.583 15.192 -10.433 -0.06 0.00 0.07 0.09
H 20.162 26.128 -5.848 0.31 0.07 0.09 0.07
H 15.612 23.998 -12.507 0.40 0.20 0.04 0.12
H 19.254 8.913 -8.996 -0.58 0.69 -0.05 0.08
H 19.669 21.213 -2.558 0.02 -0.30 -0.08 0.07
H 15.780 20.939 -0.084 0.37 0.19 -0.30 0.09
H 19.764 15.361 -13.411 0.80 0.13 0.11 0.07
H 16.437 13.436 -6.897 -0.30 -0.40 -0.34 0.08
H 13.657 24.562 -10.944 0.25 0.17 0.57 0.08
H 17.199 19.668 -6.258 1.00 -0.17 -0.61 0.06
H 15.343 21.108 -1.857 -0.55 0.60 0.42 0.06
H 20.809 24.520 -5.480 -0.40 -0.24 -0.08 0.10
H 10.934 18.329 -10.325 0.28 0.17 0.21 0.08
H 16.173 20.946 -6.384 -0.38 0.36 -0.66 0.08
H 20.904 17.986 -6.563 0.04 -0.02 -0.05 0.11
H 23.014 26.628 -10.394 0.24 0.71 0.02 0.08
H 14.204 23.129 -9.936 0.25 0.50 0.28 0.08
H 23.597 17.453 -9.386 0.23 0.02 0.11 0.08
H 23.139 18.636 -4.806 0.55 0.05 0.15 0.07
H 17.432 24.124 -3.002 0.05 0.01 0.16 0.08
H 22.908 28.983 -9.336 -0.30 -0.02 -0.16 0.07
H 23.821 16.641 -5.055 0.17 -0.15 -0.02 0.13
H 20.346 16.615 -14.626 0.47 0.34 0.58 0.08
H 15.121 14.162 -6.035 -0.19 -0.15 -0.04 0.08
H 22.319 15.918 -1.688 0.16 -0.37 -0.98 0.08
H 18.925 10.978 -10.702 -0.09 0.30 0.08 0.11
H 15.426 27.374 -5.270 -0.36 0.21 0.32 0.11
H 19.499 22.613 -3.539 -0.16 -0.03 -0.52 0.07
H 24.158 24.260 -11.659 0.07 -0.28 0.09 0.08
H 20.916 9.250 -9.161 0.00 0.78 0.40 0.08
H 21.253 20.339 -10.863 -0.11 0.81 -1.08 0.07
H 15.690 20.216 -8.901 -0.64 0.23 0.58 0.11
H 24.414 29.390 -10.064 0.18 -0.15 -0.07 0.07
H 19.605 24.866 -6.841 0.26 -0.66 0.08 0.09
H 26.395 30.344 -14.798 -0.11 0.07 0.14 0.07
H 14.615 22.905 -3.005 -0.24 0.23 0.85 0.11
H 18.015 18.662 -1.934 0.57 -0.11 0.41 0.13
H 19.601 21.599 -14.208 -0.29 0.01 0.04 0.09
H 17.839 27.967 -5.902 -0.04 0.26 0.24 0.08
H 19.789 16.270 -8.114 -0.49 -0.18 -0.80 0.08